C57H55FN5O3P2PbS2SbSe4 as an isolated structure in a non-equilibrium geometry, computed with the ωB97M-V functional and the def2-TZVPD basis.

Positions of all 131 atoms, in Å:
Pb (1.0814, -1.3191, -1.1676)
C (5.6607, 4.9950, -4.0073)
S (4.2100, 5.8492, -3.3603)
C (4.3565, 5.4623, -1.5868)
C (3.3874, 4.3872, -1.1030)
C (3.6636, 3.0610, -1.7944)
N (2.6874, 1.9963, -1.5081)
P (2.7710, 0.9388, -0.1556)
C (4.5961, 0.7175, -0.0050)
C (5.1509, -0.3982, -0.6334)
C (6.5269, -0.5943, -0.6616)
C (7.3676, 0.3255, -0.0527)
C (6.8291, 1.4336, 0.5937)
C (5.4549, 1.6284, 0.6157)
C (2.4162, 1.8097, 1.3979)
C (1.6545, 2.9706, 1.4551)
C (1.3211, 3.5221, 2.6871)
C (1.7226, 2.9029, 3.8637)
C (2.4585, 1.7221, 3.8110)
C (2.8065, 1.1811, 2.5829)
P (1.6969, 1.3213, -2.7488)
C (2.8408, 1.2805, -4.1827)
C (4.1696, 0.8809, -4.0086)
C (4.9999, 0.6691, -5.0996)
C (4.5095, 0.8290, -6.3903)
C (3.1867, 1.2016, -6.5785)
C (2.3575, 1.4223, -5.4851)
C (0.4738, 2.5408, -3.2907)
C (-0.8609, 2.1426, -3.2600)
C (-1.8596, 3.0112, -3.6861)
C (-1.5269, 4.2786, -4.1390)
C (-0.1950, 4.6799, -4.1783)
C (0.8035, 3.8116, -3.7664)
H (5.6974, 5.1987, -5.0767)
H (5.5896, 3.9165, -3.8588)
H (6.5695, 5.3768, -3.5434)
H (4.1943, 6.3971, -1.0531)
H (5.3894, 5.1494, -1.4120)
H (2.3530, 4.6872, -1.2897)
H (3.5100, 4.2731, -0.0224)
H (4.6686, 2.7233, -1.5291)
H (3.6557, 3.2286, -2.8688)
H (4.4951, -1.1314, -1.0944)
H (6.9375, -1.4679, -1.1535)
H (8.4405, 0.1780, -0.0739)
H (7.4820, 2.1482, 1.0803)
H (5.0462, 2.4966, 1.1209)
H (1.2806, 3.4167, 0.5402)
H (0.7372, 4.4341, 2.7220)
H (1.4497, 3.3286, 4.8215)
H (2.7518, 1.2198, 4.7250)
H (3.3740, 0.2563, 2.5429)
H (4.5612, 0.7377, -3.0076)
H (6.0294, 0.3708, -4.9411)
H (5.1521, 0.6520, -7.2434)
H (2.7933, 1.3177, -7.5812)
H (1.3259, 1.7116, -5.6459)
H (-1.1319, 1.1552, -2.8948)
H (-2.8919, 2.6880, -3.6518)
H (-2.3040, 4.9599, -4.4639)
H (0.0677, 5.6667, -4.5409)
H (1.8380, 4.1335, -3.8197)
S (1.2129, -4.5290, 2.4555)
C (0.4787, -3.1482, 3.2075)
C (-0.1698, -3.0491, 4.4368)
C (-0.6422, -1.8057, 4.8230)
C (-0.4661, -0.6817, 4.0023)
C (0.1547, -0.7896, 2.7735)
C (0.6188, -2.0406, 2.3748)
N (1.2578, -2.3153, 1.1721)
C (1.6587, -3.5451, 1.0869)
C (2.4509, -4.0574, -0.0663)
C (2.9676, -5.3527, -0.0300)
C (3.7020, -5.8305, -1.1018)
C (3.9317, -5.0004, -2.1943)
C (3.4182, -3.7077, -2.2100)
C (2.6630, -3.1945, -1.1527)
H (-0.3016, -3.9183, 5.0682)
H (-1.1459, -1.7008, 5.7759)
H (-0.8252, 0.2870, 4.3284)
H (0.2890, 0.0736, 2.1208)
H (2.7987, -5.9921, 0.8309)
H (4.0864, -6.8419, -1.0919)
H (4.4981, -5.3722, -3.0410)
H (3.6138, -3.0876, -3.0819)
C (-5.1130, 1.9432, 3.8915)
C (-5.2246, 1.7868, 2.3817)
N (-4.1427, 0.9833, 1.8198)
C (-3.0678, 1.6091, 1.2508)
C (-2.0363, 0.9933, 0.6205)
C (-0.9348, 1.8632, 0.0379)
O (-1.1423, 3.0847, -0.0111)
O (0.1061, 1.2521, -0.3382)
C (-2.0708, -0.4467, 0.5517)
O (-1.4359, -1.1607, -0.2103)
C (-3.0651, -1.1043, 1.4092)
C (-2.9619, -2.4691, 1.6255)
C (-3.9868, -3.1515, 2.2022)
F (-3.8275, -4.4737, 2.4370)
C (-5.2053, -2.5231, 2.4529)
C (-5.2397, -1.1346, 2.4112)
C (-4.1544, -0.4047, 1.9135)
N (-6.4288, -3.2410, 2.6835)
C (-6.3757, -4.7137, 2.6044)
C (-7.8069, -5.2451, 2.8082)
N (-8.5708, -4.1719, 3.5341)
C (-8.8346, -3.0296, 2.5886)
C (-7.5334, -2.7902, 1.8246)
H (-5.9585, 2.5129, 4.2818)
H (-4.1950, 2.4737, 4.1472)
H (-5.0904, 0.9707, 4.3874)
H (-5.1775, 2.7592, 1.8965)
H (-6.1792, 1.3407, 2.0995)
H (-3.0820, 2.6932, 1.2547)
H (-2.0878, -3.0097, 1.2767)
H (-6.1491, -0.6243, 2.6998)
H (-5.7256, -5.0874, 3.3879)
H (-5.9962, -5.0592, 1.6398)
H (-7.8207, -6.1563, 3.3984)
H (-8.3255, -5.4235, 1.8691)
H (-7.9324, -3.7985, 4.2422)
H (-9.4201, -4.5146, 3.9750)
H (-9.1283, -2.1742, 3.1928)
H (-9.6549, -3.3091, 1.9315)
H (-7.4414, -1.7411, 1.5757)
H (-7.5214, -3.3371, 0.8745)
Se (-3.9972, -0.7566, -2.4086)
Sb (-3.4681, -3.0001, -1.7930)
Se (-1.0830, -3.8840, -1.8084)
Se (-2.5273, -4.4277, -3.6782)
Se (-5.0163, -4.1869, -0.3626)

Results
Total charge ... 0
Orbital gap (spin up / spin down) ... 5.163 / 5.161 eV
Energy above the lowest of the compared OMol25 structures with the same formula, charge and spin ... 89.4 kcal per mole

Here are the Mulliken charges for atoms 1 to 4, given in e: 2.178, -0.698, -0.114, -1.051